Entry from the OMol25 dataset: a cluster of 21 separate species, C60H175N29O21 in total in a non-equilibrium geometry (ωB97M-V/def2-TZVPD).

Structure (ORCA input):
```
! RIJCOSX wB97M-V def2-TZVPD def2/J DEFGRID3
* xyz 0 1
C 0.5505 9.1119 2.8730
C 0.1801 7.6707 3.3394
C -0.0804 6.7345 2.1018
O -1.1262 7.2929 1.3419
C -1.3890 6.7288 0.0280
N 1.2930 7.2278 4.2407
H -0.2420 9.6249 2.3281
H 1.2724 9.0176 2.0618
H 0.8577 9.8419 3.6219
H -0.7418 7.7531 3.9151
H -0.3479 5.6865 2.2365
H 0.7698 6.7231 1.4198
H -2.4169 7.0491 -0.1421
H -1.2533 5.6504 -0.0546
H -0.7952 7.1874 -0.7627
H 1.2639 7.7139 5.1255
H 2.1778 7.4992 3.8363
C -6.4349 1.8735 0.2314
C -5.2081 2.6100 0.8858
C -3.8881 2.3955 0.1299
O -3.4283 1.0984 0.2183
C -2.5431 0.9577 1.3217
N -5.5884 4.0308 0.9046
H -7.3086 1.8662 0.8830
H -6.1433 0.8395 0.0470
H -6.7208 2.3469 -0.7079
H -5.0384 2.2467 1.8993
H -3.1015 3.0977 0.4059
H -4.2018 2.6095 -0.8918
H -2.9364 1.4113 2.2314
H -1.5794 1.4375 1.1508
H -2.4697 -0.0920 1.6060
H -5.7907 4.4002 -0.0134
H -6.4200 4.2085 1.4496
C -0.5377 7.4342 -4.2878
C 0.5298 6.6907 -3.3943
C 0.4565 5.2163 -3.3388
O -0.5560 4.8299 -2.4079
C -1.1874 3.6344 -2.7985
N 1.9015 7.1137 -3.8516
H -0.2966 8.4868 -4.4356
H -1.5380 7.2854 -3.8811
H -0.4791 7.0987 -5.3232
H 0.4776 7.0783 -2.3769
H 1.4168 4.7554 -3.1075
H 0.3344 4.8741 -4.3665
H -1.8159 3.3473 -1.9554
H -0.4309 2.8531 -2.8722
H -1.6778 3.7384 -3.7664
H 2.1217 6.8511 -4.8017
H 2.6118 6.6669 -3.2896
C 0.3144 0.0131 6.0625
C -0.0143 -0.0522 4.5722
C -1.1092 -1.0101 4.2038
O -0.7101 -1.6129 2.9540
C -1.4821 -2.7240 2.4896
N -0.1043 1.3405 4.0953
H 0.7038 -0.9144 6.4822
H -0.4227 0.4876 6.7103
H 1.1167 0.7286 6.2429
H 0.9115 -0.4231 4.1325
H -2.1597 -0.7227 4.1591
H -0.9969 -1.8181 4.9267
H -1.2349 -3.6914 2.9267
H -1.4329 -2.9351 1.4214
H -2.5224 -2.5369 2.7560
H -0.1484 1.4208 3.0895
H -0.9301 1.8321 4.4061
C -5.5281 -2.0437 1.4114
C -6.9498 -2.0043 2.0888
C -7.3480 -0.6221 2.4190
O -8.7007 -0.5484 2.9456
C -8.8541 -0.6356 4.3380
N -7.8095 -2.7478 1.1902
H -5.3885 -1.3700 0.5660
H -5.3681 -3.0108 0.9348
H -4.7592 -1.8989 2.1703
H -6.9179 -2.5345 3.0406
H -7.4157 -0.1988 1.4169
H -6.5957 -0.0753 2.9875
H -8.5324 0.3074 4.7801
H -8.2349 -1.4320 4.7506
H -9.8250 -0.9521 4.7192
H -8.4776 -3.2302 1.7741
H -8.3157 -2.0282 0.6941
C -5.0259 -5.7504 1.8302
C -3.5484 -5.4313 1.6559
C -2.5423 -6.5211 2.2141
O -2.9005 -7.1094 3.4299
C -2.4016 -6.5770 4.6824
N -3.4287 -5.0482 0.2448
H -5.6462 -4.8608 1.9396
H -5.2663 -6.4613 2.6208
H -5.4837 -6.1994 0.9488
H -3.3253 -4.5301 2.2270
H -1.4985 -6.2463 2.0620
H -2.5314 -7.3402 1.4950
H -2.6081 -7.2211 5.5371
H -2.6064 -5.5557 5.0036
H -1.3130 -6.6327 4.6853
H -3.5986 -5.8003 -0.4076
H -4.1611 -4.3883 0.0253
C -0.5984 -4.1113 7.3004
C 0.8940 -4.6672 7.4893
C 1.2680 -5.5378 6.2747
O 1.0845 -4.7160 5.0478
C 1.1089 -5.3800 3.8241
N 1.6192 -3.4665 7.4767
H -1.3442 -4.9058 7.3225
H -0.7444 -3.5057 6.4060
H -0.6922 -3.4571 8.1672
H 0.8348 -5.2170 8.4286
H 0.6948 -6.4626 6.3385
H 2.2778 -5.9479 6.2580
H 0.4724 -6.2645 3.8467
H 2.1409 -5.6641 3.6185
H 0.5967 -4.6654 3.1797
H 2.5856 -3.7588 7.5036
H 1.4480 -3.0761 6.5611
C 2.4159 4.7560 0.2091
C 3.6055 3.9270 -0.2589
C 4.8752 4.6359 -0.8182
O 4.4926 5.3681 -2.0367
C 5.6541 6.0032 -2.6680
N 3.9356 3.0755 0.8750
H 2.5493 5.2915 1.1491
H 1.5906 4.0566 0.3426
H 2.1116 5.4872 -0.5397
H 3.1220 3.3839 -1.0709
H 5.6180 3.8626 -1.0138
H 5.3724 5.2266 -0.0489
H 6.2786 6.5605 -1.9698
H 5.4185 6.6944 -3.4772
H 6.2381 5.1793 -3.0781
H 4.2074 3.7420 1.5835
H 3.0072 2.8868 1.2248
C 2.0043 -5.0161 -3.9685
C 2.0197 -6.4090 -4.4201
C 1.5574 -7.4672 -3.4023
O 1.2790 -8.8026 -3.9486
C 1.3024 -9.8462 -2.9951
N 1.2733 -6.5216 -5.6556
H 2.5038 -4.4070 -4.7219
H 2.6946 -4.8929 -3.1340
H 1.0070 -4.6554 -3.7168
H 3.0586 -6.6472 -4.6483
H 0.6671 -7.1252 -2.8745
H 2.3647 -7.4029 -2.6728
H 2.3334 -10.0639 -2.7163
H 1.0164 -10.7271 -3.5699
H 0.6453 -9.6239 -2.1543
H 0.3475 -6.1488 -5.5005
H 1.2152 -7.5220 -5.7818
C 3.1453 2.4834 -4.8273
C 3.5532 1.6169 -6.0302
C 3.9716 2.3242 -7.2795
O 5.0136 3.2869 -6.9994
C 4.6246 4.5786 -6.5857
N 4.6667 0.7443 -5.5791
H 2.4502 3.2269 -5.2174
H 3.9152 2.9896 -4.2449
H 2.5229 1.8585 -4.1867
H 2.7175 0.9781 -6.3160
H 3.1096 2.7717 -7.7742
H 4.4379 1.6363 -7.9848
H 4.7544 4.6340 -5.5049
H 3.5919 4.8006 -6.8550
H 5.3216 5.2868 -7.0336
H 5.3276 1.4609 -5.3147
H 5.1346 0.2188 -6.3037
C -2.9102 4.6362 3.0478
C -4.1890 4.3576 3.9268
C -3.8029 3.5575 5.1977
O -3.4280 2.2179 4.9070
C -3.9338 1.2754 5.8005
N -4.7541 5.6124 4.2425
H -2.4334 3.7673 2.5942
H -2.1299 5.1337 3.6238
H -3.2674 5.2573 2.2264
H -4.9795 3.8415 3.3819
H -4.6882 3.5946 5.8325
H -3.0176 4.0724 5.7511
H -3.4925 1.2932 6.7971
H -3.7310 0.3221 5.3125
H -5.0147 1.2983 5.9391
H -5.3019 5.7654 3.4079
H -5.3575 5.5922 5.0522
C 5.0792 0.8667 -1.6737
C 5.1128 -0.3076 -0.6147
C 6.4716 -1.1050 -0.6308
O 6.8969 -1.7077 -1.9005
C 5.9685 -2.6578 -2.3978
N 4.8331 0.4629 0.5965
H 4.1114 1.1756 -2.0689
H 5.6438 0.5941 -2.5653
H 5.7296 1.6582 -1.3014
H 4.3033 -0.9776 -0.9045
H 6.4895 -1.8345 0.1789
H 7.2326 -0.3880 -0.3231
H 5.6085 -3.3984 -1.6837
H 6.4249 -3.2910 -3.1587
H 5.0371 -2.2778 -2.8176
H 5.6085 1.0937 0.7410
H 3.9743 0.9740 0.4505
C -2.5800 1.4479 -5.8031
C -1.3976 1.1561 -6.7243
C -0.1484 2.0125 -6.3814
O -0.5018 3.4141 -6.4334
C -0.5766 4.0500 -7.7443
N -1.1168 -0.2786 -6.6203
H -2.5323 1.0393 -4.7937
H -3.5535 1.2370 -6.2455
H -2.6218 2.5298 -5.6775
H -1.8249 1.3741 -7.7031
H 0.6937 1.7875 -7.0359
H 0.1685 1.6834 -5.3918
H -1.1509 3.4612 -8.4596
H 0.4515 4.1573 -8.0901
H -1.1339 4.9733 -7.5862
H -1.8819 -0.8112 -7.0089
H -0.7771 -0.5960 -5.7237
C 1.6006 -1.2635 -4.1352
O 1.7000 -1.0168 -2.9582
N 2.5398 -1.3687 -5.0296
N 0.4784 -1.6309 -4.6891
H 2.3105 -1.4156 -6.0121
H 3.4133 -0.9160 -4.8012
H 0.3610 -1.6834 -5.6909
H -0.2392 -1.6459 -3.9785
C 2.3698 3.5459 4.1235
O 3.0643 4.3791 3.6429
N 1.3511 3.9075 4.7970
N 2.5231 2.2401 3.8733
H 1.0776 4.8791 4.7604
H 0.6728 3.1696 4.9213
H 1.6665 1.7428 4.0709
H 3.1661 2.0850 3.1100
C 3.9721 -1.5036 3.8514
O 4.6766 -0.6999 4.4498
N 3.4853 -2.5950 4.2768
N 3.6064 -1.4659 2.5794
H 3.6746 -2.9725 5.1943
H 2.7526 -2.9904 3.7051
H 3.5731 -2.3384 2.0717
H 4.0278 -0.6888 2.0909
C 5.0077 -4.4320 0.9497
O 4.3421 -3.4219 0.8562
N 6.2943 -4.4449 1.1245
N 4.4950 -5.6239 0.8231
H 6.8941 -5.2240 0.8939
H 6.6222 -3.4913 1.1817
H 3.5586 -5.4918 0.4685
H 5.0252 -6.4831 0.7971
C 1.2119 -4.0906 -0.1636
O 1.5049 -4.7598 0.8186
N 0.0220 -4.1503 -0.6363
N 2.0695 -3.3857 -0.8736
H -0.6625 -4.7848 -0.2503
H -0.3583 -3.5651 -1.3663
H 1.6260 -2.8690 -1.6195
H 2.9571 -3.3134 -0.3972
C -2.1941 -6.3994 -3.0059
O -3.2670 -6.4870 -3.5927
N -1.8630 -7.3213 -2.1598
N -1.3326 -5.4503 -3.1826
H -2.4937 -8.0993 -2.0286
H -0.9119 -7.3157 -1.8201
H -1.6275 -4.8312 -3.9241
H -0.5258 -5.3542 -2.5826
C -2.0033 -1.5703 -2.0571
O -1.3199 -2.4213 -2.5419
N -1.6579 -0.3155 -1.9678
N -3.2055 -1.6469 -1.5478
H -0.7411 -0.0835 -2.3224
H -2.1884 0.3015 -1.3694
H -3.6837 -2.5351 -1.5991
H -3.4886 -0.8166 -1.0473
C 0.9425 0.5027 0.4083
O 0.8158 1.3346 1.2494
N 1.4664 0.7685 -0.7655
N 0.3091 -0.6297 0.3708
H 1.6920 0.0930 -1.4816
H 1.8416 1.7041 -0.8281
H -0.0871 -0.9430 1.2455
H 0.4197 -1.2573 -0.4128
*
```

Results
**Relative energy (zero: lowest compared OMol25 entry of this formula, charge and spin)**: 179.53 kJ/mol
**Lowest unoccupied orbital energy**: 0.24 eV
**Total energy**: -5558.82218 hartree
**HOMO-LUMO gap**: 8.2 eV

Results of the Mulliken charge analysis, in e, for atoms 1 through 2: C -1.54; C -0.12